[1]
59
Properties=species:S:1:pos:R:3 method="wB97M-V/def2-TZVPD" e_above_lowest_kcal_mol=132.7 multiplicity=1 total_energy_ev=-87721.27391 gap_ev=4.03 e_homo_ha=-0.1724
Zn 0.16 -0.14 0.58
Si 0.52 0.16 -1.39
N -1.55 -0.73 1.53
N -0.55 1.76 1.60
C -1.76 2.13 3.70
C 1.77 1.45 -1.95
C 1.42 -1.84 2.16
C 1.24 -0.21 3.76
C -1.46 1.35 2.62
C 0.40 -1.20 -2.65
C 4.12 2.86 -2.46
C 0.99 -2.38 -2.15
C 0.92 -1.57 3.44
C -2.84 -2.57 2.33
C -0.06 -1.13 -4.00
C -3.33 -1.79 3.37
C 3.37 3.12 -1.30
C -1.93 -2.01 1.45
C 2.17 2.46 -1.04
C -2.58 1.64 4.69
C -2.91 -0.44 3.52
C 3.63 1.92 -3.39
C 1.18 -3.44 -3.01
C -2.04 0.06 2.52
C -2.62 1.49 -3.25
C 0.76 -3.39 -4.35
C 0.13 -2.24 -4.81
C -3.17 0.39 4.63
C 1.99 -0.63 1.65
C 1.92 0.36 2.68
C 2.45 1.23 -3.17
H -3.09 0.78 -2.45
H 4.22 1.72 -4.29
H 0.93 -4.24 -4.99
H -2.82 2.22 5.58
H 0.19 2.38 1.99
H 0.46 -2.21 4.19
H 2.34 1.36 2.50
H 1.30 -2.37 -1.09
H -3.84 -0.01 5.39
H -3.96 -2.20 4.13
H 1.07 0.35 4.67
H -1.47 -2.66 0.69
H -1.95 0.94 -3.91
H 1.67 -4.33 -2.65
H -1.02 2.28 0.88
H 1.32 -2.81 1.69
H 2.15 0.37 -3.81
H -1.82 1.36 -2.47
H -3.43 1.60 -3.81
H 2.59 -0.66 0.77
H -0.21 -2.21 -5.85
H -0.51 -0.19 -4.35
H -1.37 3.14 3.84
H -3.11 -3.63 2.25
H 5.01 3.43 -2.67
H -2.34 2.51 -2.92
H 3.74 3.83 -0.58
H 1.62 2.54 -0.07

---

[2]
117
Properties=species:S:1:pos:R:3 method="wB97M-V/def2-TZVPD" multiplicity=1 total_charge=+1 total_energy_ev=-90783.14640 gap_ev=8.00 e_homo_ha=-0.3722
S -4.14 -0.92 -1.54
S 2.69 -3.91 -1.68
O -0.88 1.32 -2.36
O 3.20 -1.00 -2.63
O 6.95 -0.95 -7.86
O -1.78 -0.49 -3.25
O -6.11 7.37 -1.31
O -1.37 -4.57 2.72
O 4.24 -0.74 1.25
O 1.34 -7.67 0.26
O -2.54 3.77 -0.37
O 1.15 3.36 1.53
O 1.14 -0.39 -2.00
N -6.91 7.11 0.80
N -3.40 -4.98 3.67
N -0.69 -7.89 1.27
N -1.84 5.67 -1.41
N -1.42 -3.27 -0.10
N 6.25 -0.07 0.44
N 1.24 4.15 3.66
N -2.28 -2.95 -2.03
N 6.21 -1.17 -5.73
C -3.12 0.60 -1.57
C -0.97 6.29 -2.39
C 2.53 3.52 3.91
C 0.67 4.00 2.46
C -0.21 1.35 -1.09
C -2.74 6.51 -0.64
C -1.89 0.40 -2.46
C 1.22 0.80 -1.20
C 1.70 0.56 0.23
C -2.07 -4.82 3.69
C 0.65 -7.73 1.26
C -6.62 7.82 -0.31
C 6.47 -0.48 -6.86
C 0.63 4.93 4.72
C -2.88 -2.11 -1.14
C 2.34 -2.32 -0.88
C 5.21 0.00 1.28
C -2.38 -2.28 0.09
C 7.38 0.85 0.53
C -1.39 -7.99 0.00
C -6.61 5.69 0.82
C -4.16 -5.27 4.87
C 6.26 -1.09 -0.59
C -1.38 -3.65 -1.34
C 5.63 -0.54 -4.55
C -1.83 4.35 -1.18
C -1.44 -7.97 2.51
C 2.26 -1.17 -1.90
C -4.10 -4.86 2.40
C 6.51 -2.59 -5.69
C -7.53 7.71 1.97
H -3.50 -5.33 5.74
H 1.09 -7.67 2.27
H -0.73 -4.38 -1.78
H 5.45 0.52 -4.73
H -1.11 3.81 -1.82
H 5.30 0.81 2.03
H 5.96 -3.10 -6.47
H 7.23 1.55 1.35
H -6.91 5.26 1.77
H -7.14 5.19 0.01
H 6.20 -2.08 -0.13
H -0.82 -3.64 0.63
H 7.16 -1.02 -1.18
H 0.45 4.29 5.59
H 2.43 2.44 3.77
H 1.29 5.75 5.01
H -0.32 5.34 4.39
H -1.22 -7.08 -0.58
H -3.94 -3.87 1.98
H 2.86 3.73 4.92
H 8.29 0.28 0.71
H -4.90 -4.48 5.04
H 5.38 -0.97 -1.23
H -0.35 5.54 -2.88
H 7.47 1.40 -0.40
H -3.77 6.19 -0.81
H -6.89 8.89 -0.22
H -1.57 6.80 -3.14
H -1.01 -8.84 -0.56
H 1.78 -4.76 -1.16
H -5.17 -5.02 2.55
H -1.97 -8.92 2.56
H -0.30 4.52 2.37
H 2.78 0.39 0.29
H 6.25 -3.00 -4.72
H 7.58 -2.74 -5.87
H -3.73 1.42 -1.94
H 1.87 1.57 -1.63
H -1.64 -4.92 4.70
H -2.46 -8.11 0.18
H -5.54 5.54 0.67
H -2.17 -7.15 2.54
H -2.80 0.78 -0.54
H -7.70 8.78 1.80
H -4.68 -6.22 4.76
H 1.46 1.39 0.90
H 3.26 3.89 3.19
H 1.20 -0.35 0.60
H -0.12 2.38 -0.76
H -2.63 7.55 -0.93
H -0.78 -7.88 3.36
H 1.38 -2.31 -0.34
H -2.47 -3.01 -3.02
H -6.87 7.59 2.83
H -0.71 0.78 -0.30
H 6.20 0.59 -6.78
H 3.10 -2.01 -0.15
H -0.32 7.02 -1.90
H -2.64 -1.74 0.98
H 4.68 -1.02 -4.32
H -2.52 6.40 0.43
H -8.49 7.23 2.17
H 6.31 -0.65 -3.71
H -3.72 -5.60 1.70

---

[3]
15
Properties=species:S:1:pos:R:3 method="wB97M-V/def2-TZVPD" e_above_lowest_kcal_mol=35.3 multiplicity=1 total_charge=+1 total_energy_ev=-6802.77842 gap_ev=11.20 e_homo_ha=-0.5587
O 0.63 -1.95 -1.36
N -0.33 0.32 -0.19
C 0.85 -1.40 -0.21
C 0.59 1.45 -0.27
C -1.20 0.34 0.97
H -1.80 1.26 0.98
H 1.20 1.48 0.64
H 0.05 2.39 -0.35
H -1.88 -0.51 0.96
H -0.61 0.32 1.88
H 1.24 1.34 -1.13
H -0.86 0.24 -1.06
H -0.11 -2.59 -1.41
H 1.79 -0.88 -0.14
H 0.44 -1.82 0.70

---

[4]
68
Properties=species:S:1:pos:R:3 method="wB97M-V/def2-TZVPD" multiplicity=1 total_energy_ev=-55586.96005 gap_ev=6.95 e_homo_ha=-0.3025
P -2.74 -0.57 -0.94
O 5.55 0.89 6.44
O -5.24 0.76 -3.29
O -2.54 0.72 2.79
O -0.40 2.27 3.84
O 1.32 0.09 4.68
O -4.52 -2.71 -3.43
O 1.48 1.15 -3.28
O -0.27 -3.57 0.75
O -4.22 2.33 4.29
O 2.00 -1.38 2.04
O -0.63 -5.75 -0.69
O -2.21 -4.99 -3.25
O 5.29 -0.24 3.67
O 0.17 -3.02 -2.94
O 3.98 0.57 -1.91
N -3.40 0.81 -0.54
C 0.97 0.61 -2.14
C 1.56 2.59 -3.29
C -0.14 -0.51 0.18
C 1.19 -0.20 0.12
C 0.77 3.33 -2.21
C 3.14 0.65 1.49
C 0.85 4.87 -2.51
C 3.68 1.16 0.39
C -0.38 0.29 -2.08
C -0.93 -0.25 -0.93
C 3.22 0.69 -0.97
C 2.09 -0.41 1.31
C 1.74 0.35 -1.03
H 0.42 -2.21 -2.48
H -5.75 -0.06 -3.30
H -0.97 0.50 -2.97
H 4.43 1.95 0.49
H -1.45 -5.24 -0.68
H 0.51 -3.05 0.99
H -4.00 1.12 -1.29
H 5.29 -0.53 4.59
H 1.13 2.90 -4.25
H 3.40 0.96 2.50
H 5.70 1.83 6.34
H 1.17 3.19 -1.20
H 1.75 -0.35 3.94
H -0.29 3.07 -2.27
H 2.60 2.93 -3.26
H -3.49 0.59 2.65
H 0.36 1.91 4.32
H -5.66 1.31 -3.96
H 0.87 -3.14 -3.59
H -4.42 2.12 5.21
H 4.61 0.78 6.25
H -0.89 -6.62 -0.99
H -3.05 -1.59 0.00
H -3.27 2.50 4.29
H -1.44 -4.47 -3.01
H -3.12 -0.99 -2.23
H -0.55 -0.92 1.09
H -2.42 1.66 2.65
H 4.68 -0.84 3.23
H -4.60 -3.30 -4.19
H 1.07 5.02 -3.57
H -1.88 -5.88 -3.38
H -0.10 5.33 -2.23
H 0.54 -0.45 4.85
H -0.49 1.68 3.09
H -3.78 -3.08 -2.94
H 1.64 5.29 -1.88
H 0.07 -4.47 0.64

---

[5]
16
Properties=species:S:1:pos:R:3 method="wB97M-V/def2-TZVPD" e_above_lowest_kcal_mol=138.1 multiplicity=1 total_energy_ev=-7852.17138 gap_ev="9.06 / 8.46" e_homo_ha="-0.3222 / -0.2991"
N 0.13 0.91 -1.74
C -0.42 -1.11 -1.55
C 0.13 0.18 0.25
C 0.70 -0.26 -1.15
C -0.44 1.39 -0.48
C -0.44 -0.56 1.42
C 0.90 0.12 1.51
H 1.01 1.03 2.08
H 1.75 -0.55 -1.29
H 0.00 2.33 -0.11
H -1.52 1.54 -0.56
H -1.27 -0.10 1.94
H -0.78 -1.81 -0.80
H 1.78 -0.52 1.46
H -1.06 -0.93 -2.39
H -0.47 -1.65 1.41

---

[6]
9
Properties=species:S:1:pos:R:3 method="wB97M-V/def2-TZVPD" e_above_lowest_kcal_mol=49.1 multiplicity=1 total_energy_ev=-32379.34587 gap_ev="8.21 / 8.01" e_homo_ha="-0.3325 / -0.3151"
S -0.18 -1.71 0.52
S -2.15 -0.29 -1.16
F 1.14 0.81 -0.98
F 2.71 -0.39 -0.04
F 1.69 1.15 1.08
N -1.37 -0.69 0.35
C 1.60 0.21 0.17
H -1.85 1.09 -1.11
H -1.59 -0.18 1.18

---

[7]
21
Properties=species:S:1:pos:R:3 method="wB97M-V/def2-TZVPD" e_above_lowest_kcal_mol=235.1 multiplicity=1 total_charge=+1 total_energy_ev=-10408.00125 gap_ev=4.31 e_homo_ha=-0.4897
O -1.34 -1.34 -0.04
N 0.13 0.62 -2.82
N -1.46 1.43 -0.02
C -2.01 -0.29 -0.23
C 1.07 0.36 1.39
C 2.62 -1.55 0.85
C -2.09 0.54 1.01
C 1.42 -0.70 0.58
H -1.55 0.34 1.93
H 1.18 0.35 2.49
H 0.43 1.00 0.89
H 2.45 -2.59 0.77
H 1.08 -0.93 -0.50
H -2.78 -0.15 -1.05
H 3.49 -1.32 0.15
H 0.57 1.45 -3.23
H 2.93 -1.38 1.93
H -0.44 0.16 -3.43
H -0.46 0.99 -2.05
H -2.20 2.12 -0.05
H -3.05 0.88 1.42

---

[8]
28
Properties=species:S:1:pos:R:3 method="wB97M-V/def2-TZVPD" e_above_lowest_kcal_mol=58.3 multiplicity=1 total_energy_ev=-24981.72598 gap_ev=9.71 e_homo_ha=-0.3280
S 0.07 -1.38 0.12
O 0.67 -1.74 1.41
N -0.19 -2.45 -1.00
C -3.03 0.82 1.81
C 3.45 -0.15 -1.65
C -1.43 -0.35 0.49
C 2.19 -0.88 -1.53
C -1.59 0.49 1.74
C -3.54 0.52 0.40
C 1.84 0.96 -0.07
C -2.53 -0.38 -0.24
C 3.24 1.00 -0.71
C 1.36 -0.34 -0.64
H -3.26 1.84 2.00
H -1.28 -0.12 2.50
H 1.33 1.76 -0.46
H 1.85 0.92 1.03
H 3.64 0.09 -2.63
H -4.40 -0.10 0.38
H 3.30 1.82 -1.25
H -0.90 1.33 1.56
H -2.66 -0.86 -1.16
H -1.07 -3.04 -0.71
H 4.03 1.01 0.06
H 1.92 -1.64 -2.34
H 4.36 -0.75 -1.39
H -3.55 0.21 2.42
H -3.82 1.44 -0.14

---

[9]
67
Properties=species:S:1:pos:R:3 method="wB97M-V/def2-TZVPD" e_above_lowest_kcal_mol=17.2 multiplicity=1 total_charge=+1 total_energy_ev=-271476.56234 gap_ev="6.21 / 6.56" e_homo_ha="-0.3515 / -0.3521"
Te -1.62 -0.45 -2.29
As 2.67 -0.08 -0.57
As 0.47 -2.68 -0.21
As 5.38 -4.60 1.27
Ni 0.31 -0.38 -0.61
S -3.68 -2.49 -0.45
N -0.19 3.47 -1.59
N -3.28 1.70 2.66
N -1.08 3.38 -0.59
N 0.09 1.50 -0.78
N -1.17 0.39 1.40
C 3.44 -2.94 -0.63
C 3.85 -1.56 -0.11
C -5.79 -1.52 -1.46
C 0.51 2.35 -1.70
C -0.23 -3.82 -1.61
C -2.86 0.50 3.06
C 3.15 -2.88 -2.13
C -1.60 1.58 1.01
C 3.25 1.22 0.75
C -2.65 2.24 1.64
C -0.89 2.18 -0.12
C -1.81 -0.15 2.43
C 4.63 -3.91 -0.45
C 3.97 -5.85 1.82
C 3.55 0.59 -2.16
C -3.47 -1.24 -1.60
C -4.68 -0.82 -2.05
C 5.02 -3.21 2.62
C -0.35 -3.43 1.37
C -5.40 -2.45 -0.56
C 2.23 -3.46 0.13
H 0.16 -3.05 2.26
H -2.97 3.22 1.30
H -1.31 -3.71 -1.65
H 3.95 -1.54 0.97
H 3.19 1.57 -2.43
H 4.04 -2.56 -2.68
H 3.79 -6.57 1.02
H 3.04 -5.37 2.10
H -0.24 -4.51 1.32
H 4.34 -6.41 2.69
H 4.34 1.19 0.85
H 1.26 2.17 -2.46
H 5.60 -2.31 2.41
H -1.39 -3.17 1.41
H 4.83 -1.30 -0.52
H 4.40 -4.84 -0.98
H 4.62 0.65 -1.95
H 3.38 -0.09 -3.00
H 2.41 -3.35 1.20
H -6.82 -1.33 -1.70
H 2.96 2.23 0.44
H 2.10 -4.53 -0.05
H -1.48 -1.12 2.78
H 5.35 -3.61 3.57
H -6.01 -3.11 0.03
H -4.79 -0.04 -2.79
H 3.96 -2.95 2.71
H 0.19 -3.52 -2.57
H 0.04 -4.85 -1.40
H -0.13 4.31 -2.14
H -3.37 0.05 3.90
H 2.34 -2.17 -2.37
H 2.85 -3.85 -2.52
H 2.79 1.00 1.71
H 5.49 -3.48 -0.96

---

[10]
17
Properties=species:S:1:pos:R:3 method="wB97M-V/def2-TZVPD" e_above_lowest_kcal_mol=43.2 multiplicity=3 total_charge=+1 s_squared=2.008 total_energy_ev=-17091.67127 gap_ev="5.03 / 8.13" e_homo_ha="-0.3132 / -0.5263"
S 0.91 -1.66 0.78
N 1.45 1.16 0.21
N -0.13 -0.36 0.71
C -1.91 -0.78 0.74
C 0.11 0.17 -1.66
C 0.08 0.65 -0.25
H -2.05 -1.10 -0.30
H 2.28 0.54 -0.18
H -0.12 1.02 -2.32
H -2.30 0.22 0.79
H 0.65 -1.91 2.20
H 1.73 2.20 0.03
H 1.52 1.01 1.25
H -0.80 1.39 -0.13
H -0.53 -0.78 -1.60
H 1.14 -0.22 -1.82
H -2.04 -1.55 1.53

---

[11]
16
Properties=species:S:1:pos:R:3 method="wB97M-V/def2-TZVPD" e_above_lowest_kcal_mol=61.6 multiplicity=1 total_energy_ev=-22725.97798 gap_ev="7.74 / 7.77" e_homo_ha="-0.3467 / -0.3468"
S -0.40 0.38 1.38
O -0.86 -1.66 -1.39
O -1.78 0.77 1.22
O -0.20 -0.87 2.10
N -2.25 -2.27 0.39
C 0.15 1.29 -1.10
C 2.00 0.27 0.23
C 0.45 0.39 -0.03
C -1.53 -1.89 -0.47
H 0.52 2.34 -1.19
H 2.37 1.30 -0.10
H 2.33 -0.71 -0.29
H 0.54 0.82 -1.98
H 2.13 0.09 1.39
H -2.60 -1.70 1.15
H -0.88 1.44 -1.32

---

[12]
49
Properties=species:S:1:pos:R:3 method="wB97M-V/def2-TZVPD" multiplicity=1 total_charge=-1 total_energy_ev=-57299.56350 gap_ev=6.49 e_homo_ha=-0.1663
Ta 2.44 0.70 0.70
P 0.03 1.62 0.91
F -2.80 1.98 -3.11
F -6.08 1.89 0.24
F -3.91 -0.30 -2.03
F -6.16 0.70 -2.37
F -1.98 0.12 -1.19
F -4.47 2.54 -1.83
F -7.16 0.16 0.98
F -8.08 1.07 -1.43
O 3.14 1.75 2.45
O -0.11 2.93 -0.20
O 4.51 -0.13 3.39
O 5.64 1.74 2.30
O -3.75 0.52 0.05
C 1.89 -0.66 -1.12
C -3.24 0.57 -1.25
C 3.65 -3.93 0.29
C -6.28 0.57 0.02
C 2.75 -2.79 0.08
C 2.92 -1.86 -1.07
C 4.73 -4.12 -0.70
C -3.23 1.99 -1.82
C 4.90 -3.20 -1.84
C -4.96 -0.19 0.27
C 3.99 -2.04 -2.05
C -6.94 0.33 -1.34
C -0.09 2.25 2.71
B 4.40 1.14 2.72
H 2.93 2.10 -0.44
H 1.94 -2.62 0.83
H 5.43 -4.98 -0.53
H 1.95 -0.68 1.85
H 1.99 -0.06 -2.06
H 0.44 3.24 2.75
H -7.22 -0.72 -1.47
H 0.50 1.51 3.32
H -4.95 -0.41 1.34
H 5.82 1.30 1.44
H 4.15 -1.33 -2.89
H 4.18 0.04 0.52
H 4.88 -0.77 2.75
H 5.76 -3.37 -2.53
H -1.16 2.31 3.02
H 3.49 -4.57 1.18
H -2.57 2.64 -1.24
H 0.85 -1.07 -1.03
H -4.95 -1.17 -0.22
H 0.81 3.23 -0.35